Here is 2 unconnected molecules or ions with the total composition C12H15F3NO3S from the OMol25 dataset. Energies are from the ωB97M-V functional and the def2-TZVPD basis.

```
35
C12H15F3NO3S the ωB97M-V functional and the def2-TZVPD basis
C 1.653 0.220 2.982
C 2.889 -0.485 2.687
N 4.045 0.191 2.830
O 5.176 -0.330 2.658
O 3.911 1.410 3.168
H 0.814 -0.490 3.031
H 1.722 0.761 3.939
H 1.444 0.975 2.204
H 2.946 -1.489 2.296
C -0.525 1.089 -2.834
C -0.266 0.583 -1.420
C 0.635 1.560 -0.671
C -1.603 0.319 -0.702
C -2.057 -0.963 -0.405
C -3.267 -1.132 0.291
C -4.033 -0.022 0.651
C -3.603 1.262 0.289
C -2.406 1.428 -0.405
O 0.352 -0.690 -1.649
S 1.452 -1.434 -0.603
C 1.548 -2.798 -1.802
F 1.528 -2.340 -3.081
F 2.680 -3.531 -1.633
F 0.450 -3.609 -1.641
H -1.015 2.070 -2.823
H 0.428 1.171 -3.376
H -1.175 0.384 -3.369
H 0.114 2.515 -0.522
H 0.913 1.198 0.327
H 1.545 1.773 -1.251
H -1.476 -1.843 -0.703
H -3.588 -2.146 0.534
H -4.968 -0.160 1.195
H -4.199 2.140 0.542
H -2.064 2.415 -0.735
```

Output
- charge = -1
- HOMO level (eV) = -2.73
- molar mass (g/mol) = 310.32
- multiplicity = 1
- Kohn-Sham gap (eV) = 5.30

Population analysis type Mulliken, resulting atomic charges in e:
1 C -0.769
2 C -0.643
3 N 0.820
4 O -0.794
5 O -0.748
6 H 0.221
7 H 0.390
8 H -0.021
9 H 0.563
10 C -1.708
11 C 1.299
12 C -1.275
13 C 0.294
14 C -0.021
15 C -0.674
16 C -0.354
17 C -0.814
18 C -0.310
19 O -0.351
20 S 0.159
21 C 0.550
22 F -0.215
23 F -0.214
24 F -0.229
25 H 0.333
26 H 0.434
27 H 0.393
28 H 0.428
29 H 0.134
30 H 0.403
31 H 0.357
32 H 0.377
33 H 0.356
34 H 0.354
35 H 0.275

***

Here is a single C12H15N molecule from the OMol25 dataset. Energies are from the ωB97M-V functional and the def2-TZVPD basis.

```
28
C12H15N the ωB97M-V functional and the def2-TZVPD basis
C 0.445 -0.348 -1.835
C -1.104 -0.526 -1.474
C -1.521 0.139 -0.202
C -1.359 1.691 -0.288
C 0.063 2.007 -1.160
C 0.909 0.714 -0.825
C 0.791 0.047 0.587
C 1.729 -0.270 1.495
C 1.329 -0.925 2.681
C 0.127 -1.527 2.918
C -0.897 -1.133 2.032
C -0.479 -0.435 0.833
H 0.235 -0.494 -3.884
H -0.099 1.072 -3.224
H 1.190 -1.238 -1.753
H -1.548 -1.565 -1.549
H -1.774 -0.150 -2.241
H -2.653 0.018 -0.090
H -1.416 1.914 0.879
H -2.447 1.908 -0.926
H 0.446 2.994 -0.626
H -0.120 2.117 -2.356
H 1.877 0.912 -0.980
H 2.695 0.005 1.204
H 2.112 -1.479 3.301
H 0.028 -2.029 3.783
H -1.986 -1.342 2.095
N 0.466 0.107 -3.172
```

Output
- charge = 0
- HOMO level (eV) = -8.57
- energy relative to the best compared isomer or geometry (same formula, charge and spin) (kJ/mol) = 463.8
- molar mass (g/mol) = 173.26
- SMILES = N[C@@H]1C[C@@H]2CC[C@H]1c1ccccc12
- multiplicity = 1
- Kohn-Sham gap (eV) = 9.48

Population analysis type Mulliken, resulting atomic charges in e:
1 C -0.035
2 C -0.986
3 C -0.204
4 C -0.624
5 C -0.633
6 C -0.588
7 C 0.417
8 C -0.872
9 C -0.597
10 C -0.670
11 C -0.577
12 C 0.183
13 H 0.221
14 H 0.176
15 H 0.385
16 H 0.370
17 H 0.376
18 H 0.652
19 H 0.308
20 H 0.288
21 H 0.337
22 H 0.057
23 H 0.995
24 H 0.514
25 H 0.231
26 H 0.532
27 H 0.382
28 N -0.640

***

Here is a gas-phase ion, C12H15N2O (charge +1) from the OMol25 dataset. Energies are from the ωB97M-V functional and the def2-TZVPD basis.

```
30
C12H15N2O the ωB97M-V functional and the def2-TZVPD basis
C 1.523 1.391 -1.526
C -0.427 0.402 1.160
C -1.474 0.033 0.383
C 1.821 2.730 0.493
C -0.935 -0.835 -0.770
C 1.452 -1.896 -0.815
C 2.430 -1.705 0.380
C 2.021 -0.608 1.252
C 0.853 0.114 0.618
C 0.634 -0.587 -0.815
C -3.778 0.007 -0.490
C -2.942 0.184 0.772
N 1.470 1.668 -0.106
N 1.095 0.266 -1.880
O 3.164 -0.515 0.408
H 1.921 2.053 -2.119
H -0.419 0.880 2.203
H 2.229 3.569 0.065
H 1.888 2.619 1.521
H -1.189 -1.779 -0.390
H -1.412 -0.727 -1.684
H 1.917 -1.970 -1.699
H 0.949 -2.716 -0.496
H 3.123 -2.598 0.776
H 2.079 -0.523 2.274
H -3.240 0.572 -1.258
H -4.834 0.413 -0.215
H -4.020 -0.974 -0.801
H -3.038 -0.668 1.430
H -2.860 1.202 1.330
```

Output
- charge = +1
- HOMO level (eV) = -13.30
- energy relative to the best compared isomer or geometry (same formula, charge and spin) (kJ/mol) = 452.8
- molar mass (g/mol) = 203.27
- SMILES = C=[N+]1C=N[C@]23CC(CC)=C[C@]12[C@@H]1O[C@@H]1C3
- multiplicity = 1
- Kohn-Sham gap (eV) = 8.84

Population analysis type Mulliken, resulting atomic charges in e:
1 C -0.452
2 C -1.140
3 C 0.377
4 C -0.115
5 C -1.528
6 C -1.702
7 C -0.049
8 C -0.270
9 C 0.363
10 C 1.616
11 C -1.211
12 C -0.146
13 N -0.028
14 N -0.732
15 O -0.458
16 H 0.614
17 H 0.351
18 H 0.322
19 H 0.273
20 H 0.450
21 H 0.706
22 H 0.621
23 H 0.422
24 H 0.381
25 H 0.707
26 H 0.360
27 H 0.343
28 H 0.323
29 H 0.267
30 H 0.336

***

Here is a molecular structure, C12H15N2S3V from the OMol25 dataset. Energies are from the ωB97M-V functional and the def2-TZVPD basis.

```
33
C12H15N2S3V the ωB97M-V functional and the def2-TZVPD basis
V -1.006 0.310 0.031
S 1.149 0.212 -0.873
C 0.865 1.876 -0.573
N -0.375 2.172 -0.092
C -0.546 3.542 0.087
C -1.691 4.186 0.547
C -1.656 5.559 0.654
C -0.502 6.282 0.313
C 0.639 5.650 -0.142
C 0.600 4.266 -0.250
S 1.877 3.206 -0.792
H -2.578 3.622 0.807
H -2.527 6.091 1.007
H -0.505 7.359 0.410
H 1.524 6.215 -0.401
C -4.258 -0.555 0.930
S -3.467 0.602 -0.208
C -3.941 -0.073 -1.815
H -5.334 -0.403 0.867
H -3.929 -0.322 1.941
H -3.999 -1.578 0.670
H -3.657 -1.120 -1.887
H -3.443 0.512 -2.586
H -5.017 0.044 -1.919
C -2.276 -5.055 0.644
C -0.937 -4.384 0.311
C -1.049 -2.931 0.232
N -1.152 -1.788 0.172
H -2.119 -6.130 0.685
H -3.022 -4.850 -0.121
H -2.650 -4.729 1.613
H -0.540 -4.721 -0.650
H -0.177 -4.597 1.067
```

Output
- charge = +2
- HOMO level (spin up / spin down) (eV) = -15.12 / -15.17
- energy relative to the best compared isomer or geometry (same formula, charge and spin) (kJ/mol) = 7.4
- molar mass (g/mol) = 334.41
- multiplicity = 3
- Kohn-Sham gap (spin up / spin down) (eV) = 5.74 / 7.58

Population analysis type Mulliken, resulting atomic charges in e:
1 V 1.081
2 S -0.366
3 C 0.662
4 N -0.301
5 C 0.044
6 C -0.495
7 C -0.698
8 C -0.520
9 C -0.566
10 C 0.952
11 S -0.065
12 H 0.359
13 H 0.420
14 H 0.417
15 H 0.422
16 C -0.883
17 S 0.145
18 C -0.862
19 H 0.412
20 H 0.344
21 H 0.223
22 H 0.315
23 H 0.347
24 H 0.371
25 C -1.134
26 C -0.183
27 C -0.011
28 N -0.078
29 H 0.353
30 H 0.338
31 H 0.344
32 H 0.302
33 H 0.307

***

Here is a single C12H15NO3S molecule from the OMol25 dataset. Energies are from the ωB97M-V functional and the def2-TZVPD basis.

```
32
C12H15NO3S the ωB97M-V functional and the def2-TZVPD basis
C -6.392 -0.192 -0.875
C -5.014 -0.034 -0.309
C -4.052 0.715 -0.978
C -2.776 0.847 -0.466
C -2.428 0.231 0.730
C -3.382 -0.522 1.398
C -4.661 -0.649 0.885
H -5.395 -1.234 1.420
H -3.127 -1.008 2.329
C -1.024 0.367 1.259
N -0.066 -0.225 0.347
C 0.831 0.499 -0.349
O 0.985 1.695 -0.220
C 1.679 -0.333 -1.297
H 2.412 0.294 -1.803
H 1.056 -0.839 -2.034
S 2.555 -1.655 -0.404
C 3.484 -0.651 0.787
C 4.464 0.286 0.119
O 4.738 0.313 -1.046
O 5.005 1.110 1.021
H 5.616 1.731 0.593
H 2.796 -0.073 1.406
H 4.029 -1.349 1.422
H -0.141 -1.215 0.167
H -0.936 -0.112 2.240
H -0.748 1.422 1.347
H -2.039 1.438 -0.990
H -4.309 1.202 -1.907
H -7.122 -0.341 -0.083
H -6.426 -1.062 -1.532
H -6.674 0.681 -1.458
```

Output
- charge = 0
- HOMO level (eV) = -8.90
- energy relative to the best compared isomer or geometry (same formula, charge and spin) (kJ/mol) = 1.8
- molar mass (g/mol) = 253.32
- SMILES = Cc1ccc(CNC(=O)CSCC(=O)O)cc1
- multiplicity = 1
- Kohn-Sham gap (eV) = 9.49

Population analysis type Mulliken, resulting atomic charges in e:
1 C -1.432
2 C 0.898
3 C -0.651
4 C -0.377
5 C 0.697
6 C -0.696
7 C -0.594
8 H 0.357
9 H 0.313
10 C -1.063
11 N -0.052
12 C 0.558
13 O -0.658
14 C -0.951
15 H 0.424
16 H 0.394
17 S -0.104
18 C -0.507
19 C 0.603
20 O -0.544
21 O -0.459
22 H 0.358
23 H 0.231
24 H 0.436
25 H 0.279
26 H 0.374
27 H 0.356
28 H 0.439
29 H 0.359
30 H 0.373
31 H 0.276
32 H 0.363

***

Here is 2 unconnected molecules or ions with the total composition C12H15P from the OMol25 dataset. Energies are from the ωB97M-V functional and the def2-TZVPD basis.

```
28
C12H15P the ωB97M-V functional and the def2-TZVPD basis
C 4.345 0.590 1.210
C 3.685 -0.300 2.095
C 3.849 0.968 -0.003
C 2.477 -0.913 1.580
C 2.609 0.496 -0.390
C 1.948 -0.436 0.413
C 1.734 0.851 -1.524
C 0.493 0.043 -1.219
C 0.604 -0.713 -0.125
C -0.662 0.112 -2.191
C -5.455 0.489 0.079
C -3.690 -1.180 1.379
P -3.881 -0.395 -0.078
H 5.292 1.013 1.579
H 4.227 -0.672 3.023
H 4.548 1.598 -0.724
H 1.744 -1.535 2.112
H 1.562 1.834 -1.808
H 0.026 -1.654 0.058
H -1.196 1.077 -1.888
H -1.221 -0.822 -2.111
H -0.357 0.416 -3.082
H -5.517 1.516 0.004
H -5.897 0.071 1.070
H -6.089 0.000 -0.751
H -2.829 -1.674 1.681
H -4.548 -1.266 2.139
H 2.198 0.489 -2.528
```

Output
- charge = 0
- HOMO level (eV) = -8.04
- energy relative to the best compared isomer or geometry (same formula, charge and spin) (kJ/mol) = 141.3
- molar mass (g/mol) = 190.23
- SMILES = CC1=Cc2ccccc2C1.C=PC
- multiplicity = 1
- Kohn-Sham gap (eV) = 8.51

Population analysis type Mulliken, resulting atomic charges in e:
1 C -0.240
2 C -0.639
3 C -0.437
4 C -0.502
5 C 0.477
6 C 0.788
7 C -0.887
8 C 0.578
9 C -0.928
10 C -1.434
11 C -0.866
12 C -0.564
13 P 0.170
14 H 0.310
15 H 0.298
16 H 0.204
17 H 0.344
18 H 0.421
19 H 0.321
20 H 0.239
21 H 0.323
22 H 0.497
23 H 0.359
24 H 0.183
25 H 0.240
26 H 0.294
27 H 0.191
28 H 0.259